Here is 8 unconnected molecules or ions with the total composition C58H50F16O11S3 from the Open Molecules 2025 dataset. Energies are from the ωB97M-V functional and the def2-TZVPD basis.

```
138
C58H50F16O11S3 the ωB97M-V functional and the def2-TZVPD basis
S -1.552 0.632 8.428
S -0.969 -0.773 -8.359
S 1.975 3.448 -6.594
F -3.723 2.891 -0.903
F -3.818 5.301 1.668
F -3.039 4.963 -1.079
F -3.830 0.510 -5.936
F -5.580 1.404 -6.847
F -5.930 1.386 -4.198
F -5.608 -0.800 -4.097
F -4.294 3.150 1.708
F -7.219 -2.421 -10.277
F -1.471 4.467 6.089
F -4.814 -0.809 -10.469
F -1.754 5.422 3.497
F 0.158 3.607 4.887
F -5.665 -3.297 -8.987
F -3.247 3.988 4.155
F -6.338 0.177 -9.271
O 1.121 2.456 -5.861
O -1.456 -2.050 -9.008
O 7.946 -0.411 1.283
O -1.449 -0.667 7.666
O -3.329 -0.295 0.497
O 7.252 0.269 6.523
O -3.286 -3.886 0.143
O 1.940 -0.505 0.104
O 0.325 -3.268 4.031
O -1.626 3.301 2.750
O -5.337 -0.806 -6.943
C -0.053 0.257 -0.928
C 10.501 -2.426 3.909
C 6.365 0.582 4.373
C -1.949 4.134 3.806
C 0.846 -0.972 -8.636
C -0.574 -4.322 -0.488
C 0.799 -0.123 0.217
C -1.595 0.804 -3.207
C -2.483 -3.741 1.038
C -2.210 0.563 -1.981
C 9.202 -1.550 5.728
C 7.728 -0.324 2.473
C 1.709 -4.003 0.156
C 0.044 1.436 8.133
C -1.890 -0.019 2.926
C -1.454 0.234 -0.865
C -2.901 -3.319 2.391
C 3.725 2.932 -6.305
C 8.440 -0.833 4.807
C -5.160 0.312 -6.166
C -1.027 -0.985 -6.552
C 9.603 -1.923 2.991
C -4.597 -2.628 3.962
C 1.286 -3.649 1.426
C 10.309 -2.213 5.273
C -1.295 -0.068 1.662
C 8.570 -1.099 3.424
C 1.894 3.059 -8.373
C 6.533 0.412 2.981
C 0.120 -0.054 1.554
C 0.301 -0.050 3.937
C 4.441 1.551 2.642
C -4.174 -2.854 2.674
C -1.023 -3.949 0.776
C -5.534 -0.903 -9.336
C -0.495 -3.455 3.147
C -2.341 -2.941 4.745
C -1.234 0.110 10.133
C -0.069 -3.709 1.754
C -2.020 3.714 1.428
C -6.385 -2.149 -9.205
C 0.773 -4.366 -0.805
C 5.632 1.049 2.133
C 0.535 0.694 -2.119
C 7.338 0.046 5.334
C -4.553 -0.899 -8.130
C -1.070 0.013 4.052
C 4.262 1.762 3.998
C -3.820 4.155 -0.352
C -0.223 0.942 -3.247
C -1.184 3.622 5.057
C -5.999 0.248 -4.874
C -3.682 -2.703 5.020
C 0.903 -0.063 2.697
C 5.282 1.324 4.836
C -2.149 -0.034 0.443
C -3.488 4.084 1.148
C -1.933 -3.244 3.443
H 1.080 3.566 -8.890
H 5.110 1.394 5.903
H 1.984 -0.006 2.665
H -1.767 2.824 0.850
H -4.772 -2.697 1.781
H 4.075 2.120 -6.955
H 10.952 -2.840 5.882
H 3.598 1.728 1.983
H -0.017 2.443 8.556
H -2.016 -0.588 10.446
H 1.614 0.678 -2.208
H -4.057 0.063 -8.296
H -4.131 -2.558 5.993
H 2.824 3.417 -8.823
H -1.364 4.499 1.046
H -3.872 -1.742 -8.086
H -1.642 -2.783 5.556
H 0.915 -1.142 -9.706
H -4.893 4.351 -0.451
H 2.741 -3.865 -0.139
H 0.227 1.058 -4.226
H 0.901 0.892 8.529
H -5.600 -2.342 4.251
H -3.277 0.744 -1.935
H -2.230 0.847 -4.082
H 0.280 1.585 7.077
H 11.197 -3.206 3.630
H 3.360 2.193 4.406
H 1.821 2.002 -8.627
H 1.143 -1.875 -8.104
H 9.751 -2.171 1.948
H 8.904 -1.539 6.768
H -1.512 0.106 5.038
H 1.964 -3.212 2.146
H -1.552 2.631 5.339
H -0.065 -1.391 -6.238
H 4.339 3.801 -6.532
H 1.433 -0.132 -8.271
H -0.996 0.037 -6.155
H -7.006 -0.066 -5.166
H -1.443 0.950 10.802
H -2.939 0.133 3.141
H -7.090 -2.026 -8.374
H 0.808 0.114 4.882
H -1.314 -4.411 -1.276
H -1.859 -1.454 -6.035
H 5.748 0.807 1.083
H -0.311 -0.437 10.308
H 1.146 -4.771 -1.736
H 3.846 2.413 -5.356
```

**Lowest unoccupied orbital energy**: -1.0 eV
**Largest force on an atom**: 2.7 eV Å⁻¹
**ΔE to the lowest compared entry with this formula, charge and spin**: 0.0 kJ/mol